17
Properties=species:S:1:pos:R:3 method="wB97M-V/def2-TZVPD" de_lowest_kj_mol=540.5 lumo_energy_ev="-5.015 / -5.017" total_charge=+1 homo_lumo_gap_ev="7.8 / 7.8" homo_energy_ev="-12.848 / -12.847"
C 0.970 2.182 -0.625
C -0.607 -0.090 0.203
C -0.540 3.044 1.061
C -0.329 -1.333 -0.537
C 1.217 -1.742 -0.381
N 0.336 2.824 0.146
N -1.198 -2.315 -0.116
S -1.550 0.665 1.175
H 1.830 2.529 -1.277
H -0.074 2.873 1.987
H -1.499 3.725 1.086
H -0.483 -1.071 -1.630
H 1.170 -2.535 0.314
H 1.869 -0.798 -0.054
H 1.514 -2.215 -1.412
H -1.096 -2.809 0.819
H -1.531 -2.933 -0.758

=====

64
Properties=species:S:1:pos:R:3 method="wB97M-V/def2-TZVPD" lumo_energy_ev=0.036 total_charge=0 homo_lumo_gap_ev=6.7 homo_energy_ev=-6.676
Na 0.022 -0.331 -0.571
C -0.582 2.858 2.805
C -0.359 2.073 3.928
C -0.163 0.714 3.774
C -0.183 0.140 2.496
N -0.376 0.915 1.415
C -0.589 2.221 1.578
C 0.043 -1.334 2.299
C -0.318 -2.176 3.360
C -0.139 -3.545 3.259
C 0.425 -4.057 2.096
C 0.772 -3.197 1.059
C 0.594 -1.798 1.085
H -0.730 3.927 2.870
H -0.323 2.520 4.915
H 0.040 0.088 4.631
H -0.756 2.793 0.671
H -0.777 -1.776 4.258
H -0.431 -4.201 4.071
H 0.586 -5.125 2.000
H 1.208 -3.661 0.176
C -6.601 -0.058 0.070
C -5.260 0.631 0.070
O -4.421 -0.038 -0.891
P -2.813 0.024 -0.643
O -2.532 -1.170 0.384
C -2.994 -2.534 0.194
C -3.665 -2.974 1.469
O -2.379 -0.744 -2.033
C -2.620 -0.054 -3.275
C -3.704 -0.771 -4.041
H -7.276 0.415 0.786
H -6.490 -1.107 0.343
H -7.061 -0.008 -0.917
H -4.804 0.590 1.063
H -5.350 1.682 -0.214
H -2.106 -3.129 -0.014
H -3.660 -2.572 -0.669
H -2.987 -2.840 2.311
H -3.929 -4.032 1.407
H -4.577 -2.403 1.653
H -1.677 -0.043 -3.823
H -2.899 0.986 -3.082
H -3.407 -1.797 -4.256
H -3.900 -0.268 -4.991
H -4.625 -0.791 -3.461
N 2.721 1.082 1.998
C 2.857 1.559 0.743
S 3.365 0.555 -0.490
N 2.548 2.875 0.546
C 2.384 3.934 1.470
C 1.698 5.053 1.002
C 1.469 6.138 1.829
C 1.919 6.131 3.144
C 2.623 5.028 3.598
C 2.866 3.935 2.775
H 2.728 0.071 2.040
H 2.075 1.539 2.626
H 2.575 3.131 -0.429
H 1.328 5.060 -0.017
H 0.927 6.991 1.441
H 1.737 6.975 3.794
H 3.006 5.009 4.610
H 3.458 3.117 3.154